1.
# C35H25Cl3F2GaN3O2SSi

C35H25Cl3F2GaN3O2SSi as an isolated structure in a non-equilibrium geometry (ωB97M-V/def2-TZVPD, OMol25).

Energy relative to the best compared isomer or geometry (same formula, charge and spin)   97.2 kJ/mol
Kohn-Sham gap   7.770 eV
LUMO energy   -0.72 eV

CARTESIAN COORDINATES (ANGSTROEM)
Ga  -0.208  -1.067  -0.021
F  -0.006  -2.419  -5.185
C  -0.038  -1.446  -4.260
C  -0.132  -1.780  -2.925
C  -0.160  -0.763  -1.982
C  -0.096  0.583  -2.385
C  -0.010  0.857  -3.750
F  0.038  2.129  -4.205
C  0.023  -0.136  -4.702
C  -0.121  1.609  -1.315
C  -0.074  2.989  -1.509
C  -0.133  3.834  -0.415
C  -0.253  3.305  0.858
C  -0.283  1.930  0.977
N  -0.198  1.111  -0.067
H  -0.193  -2.820  -2.624
H  0.088  0.110  -5.752
H  0.003  3.396  -2.501
H  -0.094  4.906  -0.563
H  -0.319  3.932  1.735
H  -0.381  1.453  1.944
S  -6.266  -1.652  2.360
C  -4.635  -1.343  1.742
C  -3.547  -1.570  2.568
C  -2.273  -1.389  2.054
N  -2.060  -0.982  0.805
C  -3.114  -0.776  -0.002
C  -4.408  -0.942  0.423
C  -7.166  -0.383  1.495
C  -6.992  0.956  1.815
C  -7.725  1.901  1.115
N  -8.600  1.596  0.159
C  -8.769  0.310  -0.128
C  -8.078  -0.716  0.505
H  -3.670  -1.900  3.589
H  -1.394  -1.591  2.659
H  -2.884  -0.495  -1.024
H  -5.227  -0.779  -0.262
H  -6.301  1.254  2.592
H  -7.609  2.955  1.339
H  -9.487  0.081  -0.907
H  -8.248  -1.750  0.234
Cl  4.152  -0.507  4.382
C  2.558  -0.954  3.684
Cl  3.164  -2.136  2.080
Cl  2.034  0.498  2.796
C  -0.654  -3.758  0.884
O  -1.569  -4.254  1.516
O  -0.774  -3.142  -0.251
C  5.982  -3.718  2.400
C  6.709  -3.179  1.265
C  6.335  -2.307  0.307
C  5.088  -1.625  0.129
C  3.867  -1.473  0.687
C  4.901  -3.774  3.112
Si  4.025  -0.479  -0.810
C  4.276  1.364  -0.858
C  3.480  2.240  -0.118
C  3.656  3.613  -0.215
C  4.632  4.130  -1.052
C  5.430  3.275  -1.798
C  5.248  1.903  -1.704
H  6.466  -4.477  3.058
H  7.723  -3.549  1.171
H  7.086  -2.079  -0.440
H  0.865  -1.632  0.975
H  0.371  -3.761  1.308
H  3.349  -0.968  -2.032
H  2.724  1.846  0.545
H  3.031  4.278  0.369
H  4.774  5.202  -1.124
H  6.193  3.678  -2.452
H  5.875  1.248  -2.300

The molecule's Mulliken atomic charges, reported in e, are given here:
1 Ga 0.409
2 F -0.351
3 C 0.307
4 C -0.556
5 C 0.898
6 C -0.233
7 C 0.388
8 F -0.344
9 C -0.817
10 C 0.489
11 C -0.868
12 C -0.640
13 C -1.149
14 C -0.354
15 N -0.013
16 H 0.603
17 H 0.517
18 H 0.635
19 H 0.454
20 H 0.470
21 H 0.793
22 S -0.166
23 C 0.673
24 C -0.833
25 C -0.245
26 N 0.227
27 C -0.220
28 C -0.981
29 C -0.068
30 C -0.026
31 C -0.344
32 N -0.575
33 C -0.321
34 C -0.053
35 H 0.446
36 H 0.536
37 H 0.492
38 H 0.463
39 H 0.412
40 H 0.361
41 H 0.364
42 H 0.406
43 Cl -0.124
44 C -0.110
45 Cl 0.162
46 Cl -0.043
47 C -0.090
48 O -0.628
49 O -0.626
50 C -0.114
51 C -0.037
52 C -0.362
53 C -0.051
54 C 0.562
55 C -0.680
56 Si -0.105
57 C 0.241
58 C 0.521
59 C -0.606
60 C -0.512
61 C -0.663
62 C -0.404
63 H 0.335
64 H 0.318
65 H 0.330
66 H -0.322
67 H 0.386
68 H -0.100
69 H -0.039
70 H 0.451
71 H 0.392
72 H 0.376
73 H 0.353



2.
# C35H25Cl56N4O2

C35H25Cl56N4O2 as an isolated structure in a non-equilibrium geometry (ωB97M-V/def2-TZVPD, OMol25).

Kohn-Sham gap   6.087 eV
Total charge   +1
LUMO energy   -4.13 eV

CARTESIAN COORDINATES (ANGSTROEM)
C  2.309  -6.158  -1.733
C  1.493  -5.709  -3.114
C  0.266  -6.744  -3.585
C  -0.606  -6.364  -4.959
C  -0.191  -5.010  -5.797
C  1.026  -3.982  -5.379
C  1.880  -4.339  -3.986
C  3.099  -3.338  -3.442
N  2.439  -1.987  -3.146
C  1.910  -1.929  -1.721
N  0.556  -1.782  -1.395
C  -0.445  -1.696  -2.526
C  -2.008  -1.988  -2.082
C  -2.556  -1.044  -0.859
C  -3.436  0.180  -1.544
C  -4.707  0.750  -0.655
C  -5.610  1.979  -1.258
C  -5.319  2.698  -2.733
C  -4.028  2.109  -3.588
C  -3.099  0.868  -3.013
N  2.848  -1.970  -0.495
C  4.115  -1.219  -0.942
O  3.627  -0.183  -1.912
C  3.483  -0.868  -3.236
N  3.122  0.222  -4.230
C  1.928  -0.049  -4.854
O  0.767  -0.180  -5.509
H  3.445  -5.868  -1.844
H  1.827  -5.617  -0.810
H  2.267  -7.337  -1.571
H  0.037  -7.717  -2.954
H  -1.489  -7.046  -5.335
H  -0.811  -4.735  -6.759
H  1.312  -2.993  -5.968
H  3.567  -3.719  -2.421
H  3.950  -3.242  -4.272
H  0.227  -1.740  -0.402
H  -0.162  -2.574  -3.284
H  -0.373  -0.703  -3.165
H  -2.645  -1.891  -3.087
H  -2.079  -3.123  -1.775
H  -3.306  -1.699  -0.207
H  -1.725  -0.672  -0.117
H  -4.969  0.297  0.412
H  -6.491  2.378  -0.597
H  -6.004  3.585  -3.142
H  -3.717  2.568  -4.638
H  -2.192  0.470  -3.678
H  2.420  -1.301  0.212
H  4.834  -2.004  -1.435
H  4.659  -0.729  -0.014
H  4.566  -1.303  -3.483
C  2.909  2.701  -7.845
Cl  4.200  3.665  -7.084
Cl  1.431  3.686  -7.977
Cl  3.430  2.190  -9.471
Cl  2.577  1.262  -6.849
C  5.909  4.959  -3.156
Cl  5.252  3.325  -3.429
Cl  4.766  5.901  -2.167
Cl  7.470  4.836  -2.304
Cl  6.150  5.772  -4.723
C  -2.191  3.531  0.585
Cl  -0.780  4.159  -0.304
Cl  -1.723  3.175  2.267
Cl  -3.490  4.750  0.575
Cl  -2.770  2.040  -0.199
C  -4.891  3.791  4.977
Cl  -5.413  2.303  5.807
Cl  -4.743  3.475  3.230
Cl  -6.094  5.076  5.249
Cl  -3.313  4.308  5.623
C  0.809  2.378  5.594
Cl  -0.844  3.016  5.410
Cl  0.762  0.866  6.534
Cl  1.504  2.056  3.985
Cl  1.817  3.576  6.446
C  -5.191  7.915  -1.739
Cl  -5.306  6.203  -2.218
Cl  -5.094  8.029  0.037
Cl  -3.731  8.637  -2.461
Cl  -6.632  8.790  -2.312
C  -2.932  -9.404  -1.551
Cl  -3.047  -11.116  -2.031
Cl  -2.835  -9.290  0.224
Cl  -1.472  -8.682  -2.273
Cl  -4.374  -8.528  -2.125
C  -1.732  -7.100  3.421
Cl  -2.390  -8.734  3.148
Cl  -2.876  -6.158  4.410
Cl  -0.172  -7.223  4.273
Cl  -1.491  -6.287  1.854
C  -0.832  -2.894  7.680
Cl  -2.116  -1.707  7.335
Cl  0.755  -2.181  7.297
Cl  -0.883  -3.339  9.404
Cl  -1.086  -4.349  6.683
C  1.568  6.913  9.375
Cl  1.589  8.527  8.619
Cl  0.728  5.765  8.301
Cl  3.240  6.361  9.643
Cl  0.713  7.000  10.936
C  0.368  8.993  -1.013
Cl  1.470  8.868  0.381
Cl  0.862  7.827  -2.267
Cl  -1.296  8.631  -0.489
Cl  0.435  10.644  -1.678
C  5.168  -2.601  7.330
Cl  3.884  -1.414  6.986
Cl  6.755  -1.887  6.947
Cl  5.117  -3.046  9.055
Cl  4.914  -4.056  6.334
C  -4.132  -8.062  -7.262
Cl  -2.842  -7.098  -6.501
Cl  -5.611  -7.077  -7.394
Cl  -3.612  -8.573  -8.888
Cl  -4.465  -9.501  -6.266
C  5.168  9.771  11.209
Cl  5.961  8.957  12.582
Cl  6.005  9.339  9.697
Cl  3.466  9.252  11.115
Cl  5.238  11.536  11.444

Mulliken atomic charge list, values in e, 99 entries:
1 C -1.013
2 C 0.431
3 C -0.772
4 C -0.051
5 C -0.415
6 C -0.453
7 C 0.313
8 C -0.567
9 N 0.461
10 C -0.358
11 N 0.165
12 C 0.476
13 C -0.880
14 C -0.019
15 C -0.117
16 C -0.423
17 C -0.413
18 C -0.434
19 C -0.552
20 C 0.096
21 N -0.422
22 C -0.293
23 O -0.524
24 C 0.154
25 N -0.436
26 C 0.861
27 O -0.510
28 H 0.302
29 H 0.212
30 H 0.379
31 H 0.308
32 H 0.465
33 H 0.255
34 H 0.226
35 H 0.246
36 H 0.349
37 H 0.434
38 H -0.167
39 H -0.208
40 H 0.394
41 H 0.372
42 H 0.292
43 H 0.145
44 H 0.288
45 H 0.296
46 H 0.525
47 H 0.276
48 H 0.110
49 H 0.367
50 H 0.263
51 H 0.372
52 H 0.424
53 C 0.309
54 Cl -0.039
55 Cl -0.098
56 Cl -0.095
57 Cl -0.157
58 C 0.270
59 Cl -0.021
60 Cl -0.062
61 Cl -0.097
62 Cl -0.095
63 C -0.184
64 Cl -0.109
65 Cl 0.124
66 Cl 0.002
67 Cl 0.222
68 C 0.218
69 Cl -0.094
70 Cl 0.007
71 Cl -0.093
72 Cl -0.060
73 C 0.121
74 Cl 0.023
75 Cl 0.023
76 Cl -0.107
77 Cl -0.072
78 C 0.247
79 Cl -0.011
80 Cl -0.086
81 Cl -0.059
82 Cl -0.091
83 C 0.246
84 Cl -0.094
85 Cl 0.008
86 Cl -0.153
87 Cl -0.086
88 C 0.333
89 Cl -0.098
90 Cl -0.089
91 Cl -0.089
92 Cl -0.063
93 C 0.206
94 Cl -0.086
95 Cl -0.013
96 Cl -0.084
97 Cl -0.023
98 C 0.243
99 Cl -0.073



3.
# C35H25F5N5O2PdS2Si

C35H25F5N5O2PdS2Si as an isolated structure (ωB97M-V/def2-TZVPD, OMol25).

Energy relative to the best compared isomer or geometry (same formula, charge and spin)   0.0 kJ/mol
Kohn-Sham gap   7.183 eV
Total charge   -1
LUMO energy   2.14 eV

CARTESIAN COORDINATES (ANGSTROEM)
Pd  0.164  0.771  -0.042
N  -3.144  6.409  -4.189
C  -2.482  5.173  -4.139
C  -1.299  5.037  -3.412
C  -0.625  3.830  -3.394
C  -1.126  2.747  -4.104
C  -2.300  2.869  -4.826
C  -2.972  4.081  -4.851
S  -0.283  1.192  -3.987
O  1.126  1.477  -4.062
O  -0.851  0.306  -4.972
N  -0.567  0.717  -2.479
C  -1.783  0.418  -2.024
N  -2.907  0.444  -2.770
C  -4.027  0.066  -2.187
C  -4.111  -0.348  -0.864
C  -2.936  -0.280  -0.141
N  -1.791  0.105  -0.693
H  -2.969  6.993  -3.386
H  -4.132  6.332  -4.369
H  -0.910  5.884  -2.856
H  0.287  3.714  -2.822
H  -2.680  2.004  -5.352
H  -3.890  4.183  -5.420
H  -4.917  0.096  -2.811
H  -5.040  -0.656  -0.408
H  -2.904  -0.535  0.913
S  1.163  -1.347  4.837
C  1.511  -0.716  3.250
N  0.783  -1.154  2.291
C  -0.137  -2.080  2.754
C  -1.089  -2.722  1.962
C  -1.977  -3.586  2.566
C  -1.926  -3.818  3.948
C  -0.989  -3.190  4.744
C  -0.092  -2.316  4.133
H  2.281  0.032  3.117
H  -1.112  -2.520  0.899
H  -2.727  -4.089  1.970
H  -2.636  -4.499  4.400
H  -0.957  -3.369  5.811
C  -4.393  0.492  3.617
C  -3.087  0.101  3.888
C  -2.033  0.694  3.210
C  -2.243  1.676  2.239
C  -3.563  2.068  2.000
C  -4.627  1.487  2.678
Si  -0.822  2.415  1.215
C  0.112  3.483  2.467
C  0.786  2.922  3.553
C  1.463  3.710  4.473
C  1.480  5.089  4.324
C  0.810  5.669  3.256
C  0.137  4.873  2.341
H  -5.221  0.025  4.137
H  -2.889  -0.677  4.617
H  -1.023  0.368  3.429
H  -3.765  2.824  1.248
H  -5.641  1.801  2.462
H  -1.532  3.385  0.326
H  0.782  1.845  3.687
H  1.982  3.248  5.305
H  2.015  5.708  5.033
H  0.822  6.745  3.130
H  -0.369  5.338  1.503
F  1.566  3.859  -0.044
C  2.444  2.854  0.201
C  2.006  1.546  0.223
C  3.030  0.612  0.310
F  2.736  -0.709  0.233
C  4.368  0.931  0.465
F  5.308  -0.024  0.571
C  4.741  2.264  0.503
F  6.030  2.607  0.648
C  3.767  3.234  0.354
F  4.123  4.529  0.337

The molecule's Mulliken atomic charges, reported in e, are given here:
1 Pd -0.590
2 N -0.624
3 C 1.099
4 C -0.753
5 C -0.386
6 C -0.429
7 C -0.211
8 C -0.693
9 S 1.299
10 O -0.775
11 O -0.733
12 N -0.648
13 C 0.585
14 N -0.427
15 C -0.285
16 C -1.227
17 C 0.292
18 N -0.042
19 H 0.229
20 H 0.223
21 H 0.292
22 H 0.451
23 H 0.459
24 H 0.273
25 H 0.373
26 H 0.428
27 H 0.558
28 S -0.292
29 C -0.439
30 N 0.117
31 C -0.667
32 C -0.400
33 C -0.745
34 C -0.432
35 C -0.509
36 C 1.110
37 H 0.477
38 H 0.554
39 H 0.410
40 H 0.374
41 H 0.398
42 C -0.580
43 C -0.479
44 C 0.240
45 C 0.375
46 C -0.411
47 C -0.676
48 Si 1.013
49 C 0.174
50 C 0.006
51 C -0.705
52 C -0.501
53 C -0.577
54 C -0.264
55 H 0.392
56 H 0.412
57 H -0.255
58 H 0.377
59 H 0.404
60 H -0.484
61 H 0.153
62 H 0.412
63 H 0.370
64 H 0.385
65 H 0.332
66 F -0.416
67 C 0.489
68 C -0.649
69 C 1.061
70 F -0.384
71 C 0.271
72 F -0.334
73 C 0.788
74 F -0.340
75 C 0.041
76 F -0.331